No. 1
Entry from the OMol25 dataset: a structure of composition C25H28N6O2Re (wB97M-V/def2-TZVPD).

* LUMO (alpha / beta): -6.56 / -7.44 eV
* 2S+1: 4
* highest occupied orbital energy (alpha / beta): -14.30 / -14.59 eV
* orbital gap (alpha / beta): 7.745 / 7.153 eV
* net charge: +2

Last column: Mulliken spin population.
Geometry (Å):
Re  0.263377  -0.206366  -0.152334  2.50
C  0.855260  0.269920  2.910246  -0.01
N  0.161296  -0.558827  1.919509  -0.06
C  -0.468511  -1.647277  2.256758  0.04
C  -0.975451  -2.428900  1.199658  0.02
C  -1.619153  -3.648416  1.068247  0.10
C  -1.703722  -3.911803  -0.309552  0.02
C  -1.107702  -2.859089  -0.979464  0.05
N  -0.669266  -1.940626  -0.074290  0.01
C  2.223134  0.577501  2.361789  0.04
C  2.351696  1.388105  1.231084  0.07
C  3.590061  1.601151  0.639514  0.03
C  4.721200  1.016952  1.193773  0.00
C  4.606432  0.230900  2.331957  0.01
C  3.363069  0.005858  2.909315  0.00
H  0.904360  -0.258615  3.865238  0.00
H  0.288693  1.187968  3.069574  0.01
H  -0.570714  -1.939286  3.298325  0.00
H  -1.972801  -4.272574  1.870618  0.00
H  -2.137520  -4.780791  -0.771061  0.00
H  -0.959650  -2.722930  -2.038623  0.01
H  1.496532  1.941463  0.836357  -0.08
H  3.676503  2.247259  -0.222696  0.00
H  5.692244  1.196122  0.754948  0.00
H  5.489664  -0.204311  2.778647  0.00
H  3.285054  -0.612749  3.793807  0.00
O  1.999572  0.214465  -3.764403  0.03
C  1.732896  -0.093573  -2.647628  0.01
O  0.588831  0.273076  -2.022196  0.08
C  2.616972  -0.938974  -1.770610  0.03
C  3.833766  -1.424883  -2.198346  -0.01
C  4.571145  -2.209010  -1.322291  0.01
C  4.059406  -2.480835  -0.062488  -0.01
C  2.831080  -1.956118  0.296120  0.02
N  2.129057  -1.190458  -0.543948  -0.02
H  4.170853  -1.186310  -3.197151  0.00
H  5.529736  -2.609046  -1.622068  0.00
H  4.599049  -3.096256  0.640844  0.00
H  2.393605  -2.140846  1.265685  0.01
C  -4.872122  0.709580  -2.113212  0.00
C  -3.678140  -0.025382  -2.684744  0.00
N  -2.533618  0.157399  -1.792315  0.03
C  -2.394335  1.136577  -0.892018  -0.07
N  -1.289623  1.128741  -0.103796  0.11
C  -1.044994  2.376184  0.637447  -0.02
C  -2.326147  2.838360  1.306310  0.01
C  -3.345540  3.123459  0.228650  0.00
N  -3.334135  2.077136  -0.794891  0.02
C  -4.440091  2.118260  -1.761619  0.00
H  -5.240696  0.203609  -1.219420  0.00
H  -5.680316  0.733733  -2.842475  0.00
H  -3.424506  0.361089  -3.675026  0.00
H  -3.868362  -1.094926  -2.772231  0.00
H  -1.716937  -0.399744  -1.981253  0.02
H  -0.655460  3.146544  -0.037887  0.00
H  -0.287454  2.185866  1.393923  0.01
H  -2.154689  3.738949  1.894934  0.00
H  -2.684582  2.056120  1.978147  0.00
H  -3.143015  4.081757  -0.259059  0.00
H  -4.353875  3.168318  0.643737  0.00
H  -4.121279  2.669348  -2.650246  0.00
H  -5.250126  2.677166  -1.295815  0.00

Atoms 1-2, force components in eV/Å:
0.29 0.27 0.17
0.00 0.00 0.09

---

No. 2
Entry from the OMol25 dataset: an isolated molecule of C25H28N6O5 (wB97M-V/def2-TZVPD).

* LUMO: -0.52 eV
* SMILES string: CCOc1cc(-n2cnnn2)c(OCC)cc1NC(=O)c1cc2ccc(N(CC)CC)cc2oc1=O
* relative energy (zero: lowest compared OMol25 entry of this formula, charge and spin): 52.92 kcal/mol
* highest occupied orbital energy: -7.88 eV
* orbital gap: 7.365 eV

Last column: Löwdin charge in e.
Geometry (Å):
C  -1.793228  -3.269436  1.676263  -0.05
C  -2.361600  -3.588369  0.298652  -0.23
O  -2.182127  -2.507354  -0.603833  -0.07
C  -2.955643  -1.389086  -0.411320  -0.22
C  -4.338302  -1.414545  -0.419565  0.07
C  -5.065753  -0.238555  -0.297843  -0.13
N  -6.467359  -0.294854  -0.296936  -0.05
C  -7.293622  -1.000169  -1.107904  -0.14
N  -8.526263  -0.771153  -0.740714  0.01
N  -8.452132  0.064490  0.289772  -0.05
N  -7.254267  0.358158  0.565353  0.06
C  -4.420134  1.003325  -0.186223  -0.20
O  -5.220841  2.089867  -0.155045  -0.05
C  -4.674335  3.364349  0.131261  -0.23
C  -4.307255  3.521008  1.602264  -0.06
C  -3.030487  1.022223  -0.168072  0.07
C  -2.295723  -0.152685  -0.266927  -0.12
N  -0.912822  -0.194957  -0.212374  0.17
C  -0.037056  0.837005  -0.129696  -0.40
O  -0.347319  2.016393  -0.148977  0.06
C  1.396990  0.434864  -0.021659  -0.02
C  2.333905  1.425728  -0.113250  0.09
C  3.712396  1.144844  -0.008908  -0.15
C  4.740220  2.096678  -0.104189  -0.01
C  6.053140  1.735630  0.002706  -0.02
C  6.442571  0.388563  0.221110  -0.20
N  7.751901  0.045262  0.356313  -0.10
C  8.812701  0.977487  0.031420  -0.21
C  8.946514  1.238042  -1.469739  -0.06
C  8.141763  -1.313807  0.667906  -0.21
C  8.234158  -2.220356  -0.560283  -0.06
C  5.417682  -0.564546  0.316212  0.07
C  4.090674  -0.193725  0.207078  -0.17
O  3.158709  -1.170418  0.307631  0.15
C  1.821373  -0.935968  0.200729  -0.37
O  1.094012  -1.904889  0.311175  0.09
H  -1.887759  -4.135946  2.324594  0.08
H  -0.742586  -3.004878  1.584776  0.06
H  -2.331474  -2.434721  2.122516  0.08
H  -3.420912  -3.862270  0.374370  0.11
H  -1.814147  -4.416201  -0.157002  0.13
H  -4.863753  -2.352741  -0.517812  0.13
H  -6.972016  -1.620834  -1.916000  0.12
H  -3.811884  3.569820  -0.513694  0.12
H  -5.478950  4.057024  -0.128765  0.13
H  -5.169600  3.282383  2.219677  0.08
H  -4.003408  4.546091  1.794447  0.08
H  -3.490659  2.856460  1.872660  0.07
H  -2.485983  1.946233  -0.080520  0.10
H  -0.526908  -1.142689  -0.192203  0.11
H  1.995956  2.441021  -0.269104  0.14
H  4.473387  3.130228  -0.265002  0.12
H  6.798189  2.508934  -0.070458  0.10
H  8.648777  1.921109  0.560807  0.11
H  9.749190  0.559079  0.404966  0.12
H  9.730645  1.969522  -1.646612  0.08
H  8.015327  1.617553  -1.881589  0.07
H  9.202817  0.323157  -1.996548  0.06
H  9.115950  -1.278332  1.162869  0.12
H  7.431771  -1.728461  1.386988  0.11
H  8.437018  -3.241574  -0.248951  0.08
H  7.303201  -2.204289  -1.120526  0.07
H  9.037230  -1.897155  -1.217226  0.06
H  5.615398  -1.611313  0.465131  0.11

Atoms 1-2, force components in eV/Å:
-0.10 0.03 -0.39
0.12 -0.29 0.49

---

No. 3
Entry from the OMol25 dataset: an isolated molecule of C25H28O4 (wB97M-V/def2-TZVPD).

* LUMO: -0.33 eV
* SMILES string: CC(C)=CCC/C(C)=C/Cc1c(O)ccc(C(=O)/C=C/c2ccc(O)cc2)c1O
* relative energy (zero: lowest compared OMol25 entry of this formula, charge and spin): 0.00 kcal/mol
* highest occupied orbital energy: -8.26 eV
* orbital gap: 7.923 eV

Last column: Löwdin charge in e.
Geometry (Å):
C  -3.533871  -2.975108  0.273735  -0.05
C  -3.197474  -2.142798  -0.929329  -0.34
C  -1.793380  -2.325134  -1.427115  -0.06
C  -4.029553  -1.297908  -1.524729  -0.10
C  -5.437245  -0.965576  -1.138237  -0.18
C  -5.650366  0.557885  -1.082212  -0.17
C  -4.823485  1.186912  0.009953  -0.31
C  -5.507796  1.249324  1.345792  -0.04
C  -3.589301  1.605906  -0.249218  -0.06
C  -2.580369  2.202637  0.689432  -0.11
C  -1.365150  1.308483  0.796057  -0.08
C  -1.438251  0.089849  1.461379  -0.26
O  -2.584983  -0.351448  2.022090  0.08
C  -0.307728  -0.726469  1.569425  -0.03
C  0.883724  -0.326794  1.022546  -0.03
C  1.001777  0.889098  0.337107  -0.08
C  2.263281  1.357402  -0.241595  -0.32
O  2.295448  2.325132  -1.016373  0.04
C  3.509220  0.688049  0.138368  -0.01
C  4.649697  0.971135  -0.513031  -0.01
C  5.965094  0.431587  -0.261615  -0.22
C  7.026685  0.832325  -1.078909  -0.03
C  8.303326  0.350988  -0.882071  -0.02
C  8.557479  -0.551771  0.146246  -0.32
O  9.794108  -1.053826  0.380911  0.06
C  7.510211  -0.961296  0.971041  0.00
C  6.238622  -0.477078  0.767857  -0.01
C  -0.156893  1.695226  0.202991  -0.20
O  -0.132368  2.849940  -0.469634  0.08
H  -3.179954  -2.480674  1.177850  0.07
H  -3.038214  -3.941571  0.205905  0.08
H  -4.602353  -3.144878  0.368214  0.07
H  -1.574378  -1.651812  -2.251733  0.08
H  -1.638953  -3.350227  -1.764325  0.08
H  -1.086162  -2.127822  -0.621893  0.06
H  -3.680520  -0.763632  -2.399928  0.11
H  -6.121335  -1.378511  -1.887297  0.12
H  -5.693158  -1.402295  -0.173498  0.10
H  -6.709194  0.761113  -0.908770  0.11
H  -5.376200  0.984530  -2.048726  0.11
H  -5.751865  0.244533  1.693225  0.09
H  -4.914558  1.748503  2.107580  0.07
H  -6.446516  1.794835  1.248017  0.09
H  -3.215944  1.507855  -1.259650  0.12
H  -2.996493  2.382607  1.684013  0.12
H  -2.250097  3.161155  0.285181  0.12
H  -3.319524  0.208822  1.734901  0.07
H  -0.400929  -1.667605  2.087402  0.12
H  1.730995  -0.988851  1.097876  0.11
H  3.486207  -0.001540  0.964371  0.09
H  4.581287  1.682815  -1.328129  0.12
H  6.841335  1.533308  -1.879618  0.12
H  9.112145  0.673128  -1.525131  0.11
H  10.425681  -0.693199  -0.253735  0.11
H  7.723139  -1.660231  1.764246  0.12
H  5.444820  -0.806166  1.419583  0.11
H  0.780282  2.939133  -0.856800  0.08

Atoms 1-2, force components in eV/Å:
-0.12 0.11 -0.06
0.17 -0.08 -0.06